No. 1
Entry from the OMol25 dataset: a molecular structure, C26H23FeN4O5P (ωB97M-V/def2-TZVPD).

Element x y z (Å)
Fe (0.467, -0.068, 0.714)
O (-0.834, 3.535, 5.289)
C (-0.564, 2.692, 4.266)
C (-0.840, 1.326, 4.338)
C (-0.531, 0.545, 3.245)
N (0.004, 1.088, 2.159)
C (0.289, 2.383, 2.076)
C (0.017, 3.239, 3.121)
C (0.924, 2.739, 0.727)
O (1.198, 3.901, 0.483)
O (1.059, 1.716, -0.043)
C (-0.741, -0.959, 3.117)
O (-1.234, -1.575, 4.045)
O (-0.343, -1.417, 1.983)
H (-1.229, 3.045, 6.018)
H (-1.279, 0.868, 5.216)
H (0.246, 4.293, 3.051)
C (-1.109, -3.945, -3.000)
C (-1.531, -3.779, -1.687)
C (-0.815, -2.966, -0.816)
C (0.329, -2.350, -1.293)
C (0.780, -2.516, -2.590)
C (0.043, -3.318, -3.450)
N (1.100, -1.532, -0.378)
N (2.250, -2.002, -0.225)
C (3.001, -1.244, 0.717)
C (4.342, -1.527, 0.896)
C (5.030, -0.768, 1.828)
C (4.344, 0.216, 2.527)
C (2.998, 0.414, 2.284)
N (2.323, -0.312, 1.388)
H (-1.679, -4.572, -3.674)
H (-2.419, -4.287, -1.334)
H (-1.108, -2.820, 0.216)
H (1.682, -2.017, -2.917)
H (0.371, -3.452, -4.473)
H (4.807, -2.309, 0.316)
H (6.083, -0.941, 2.004)
H (4.844, 0.831, 3.261)
H (2.441, 1.171, 2.818)
C (-2.183, 2.087, 0.120)
P (-1.508, 0.468, -0.397)
C (-3.045, -0.507, -0.291)
C (-1.263, 0.691, -2.186)
C (-0.614, 1.825, -2.674)
C (-0.386, 1.971, -4.034)
C (-0.801, 0.989, -4.923)
C (-1.447, -0.142, -4.445)
C (-1.675, -0.290, -3.085)
H (-1.449, 2.884, 0.038)
H (-2.500, 2.016, 1.162)
H (-3.044, 2.340, -0.498)
H (-3.837, -0.028, -0.869)
H (-3.342, -0.562, 0.757)
H (-2.902, -1.522, -0.654)
H (-0.252, 2.585, -1.996)
H (0.123, 2.854, -4.397)
H (-0.623, 1.105, -5.984)
H (-1.777, -0.913, -5.130)
H (-2.188, -1.178, -2.734)

## Properties
HOMO level (spin up / spin down): -8.6 / -8.6 eV
calculated total energy: -3204.9764 Ha
strongest force on any atom: 0.8 eV/Å
energy above the lowest of the compared OMol25 structures with the same formula, charge and spin: 0.00 kJ/mol



No. 2
Entry from the OMol25 dataset: a molecular structure, C4H7N in a non-equilibrium geometry (ωB97M-V/def2-TZVPD).

Element x y z (Å)
C (1.220, -0.947, 0.187)
C (0.208, -0.140, -0.563)
C (-1.198, 0.014, 0.074)
C (-0.096, 1.177, -0.169)
N (-0.202, 2.396, 0.122)
H (0.967, -2.000, 0.058)
H (2.222, -0.759, -0.200)
H (1.206, -0.711, 1.257)
H (0.156, -0.280, -1.634)
H (-1.315, -0.481, 1.046)
H (-1.122, 1.915, 0.415)
H (-2.044, -0.182, -0.592)

## Properties
HOMO level: -8.7 eV
calculated total energy: -211.2239 Ha
strongest force on any atom: 3.8 eV/Å
energy above the lowest of the compared OMol25 structures with the same formula, charge and spin: 359.13 kJ/mol



No. 3
Entry from the OMol25 dataset: C10H12O in the gas phase in a non-equilibrium geometry (ωB97M-V/def2-TZVPD).

Element x y z (Å)
O (1.575, 2.546, 0.090)
C (1.149, 1.104, -0.133)
C (2.217, -0.129, 0.068)
C (1.842, -1.461, -0.441)
C (0.497, -1.691, 0.318)
C (-0.635, -0.686, 0.196)
C (-2.057, -1.049, 0.095)
C (-3.035, -0.078, -0.042)
C (-2.495, 1.191, -0.185)
C (-1.209, 1.567, -0.030)
C (-0.254, 0.635, 0.094)
H (1.372, 2.806, 1.120)
H (1.121, 1.211, -1.228)
H (3.186, 0.184, -0.404)
H (2.248, -0.046, 1.292)
H (2.655, -2.093, -0.323)
H (1.506, -1.345, -1.473)
H (0.117, -2.602, -0.168)
H (0.504, -2.017, 1.408)
H (-2.222, -2.125, 0.256)
H (-4.019, -0.370, -0.359)
H (-3.369, 1.916, -0.268)
H (-0.695, 2.532, 0.118)

## Properties
HOMO level: -8.9 eV
calculated total energy: -463.3778 Ha
strongest force on any atom: 5.9 eV/Å
energy above the lowest of the compared OMol25 structures with the same formula, charge and spin: 282.00 kJ/mol
structure (SMILES): O[C@H]1CCCc2ccccc21



Look up the calculated total energy of the first one.
-3204.9764 Ha



Number 2 is which compound?
C4H7N



Which value of energy above the lowest of the compared OMol25 structures with the same formula, charge and spin does entry 3 give?
282.00 kJ/mol